No. 1
Density functional theory data (the ωB97M-V functional and the def2-TZVPD basis) for C42H39FN5O3PtS as an isolated structure.

Last column: Mulliken charge in e.
Positions of all 92 atoms, in Å:
Pt 0.861 0.042 0.160  1.67
C 0.397 -4.488 0.401  -1.14
C 0.440 -3.169 -0.079  0.05
N 0.495 -2.120 0.712  -0.17
C 0.489 -2.302 2.056  0.14
C 0.398 -3.580 2.627  0.98
C 0.373 -4.690 1.753  -1.02
C 0.291 -3.704 4.036  -0.86
C 0.235 -2.585 4.822  -1.02
C 0.348 -1.304 4.262  -0.65
C 0.536 -1.134 2.896  0.70
N 0.679 0.058 2.241  -0.06
C 1.088 1.231 2.830  -0.45
C 1.823 1.324 4.000  -0.28
C 2.226 2.570 4.507  -1.22
C 1.892 3.727 3.862  -0.86
C 1.178 3.681 2.637  1.32
C 0.815 4.843 1.920  -0.80
C 0.129 4.720 0.747  -0.95
C -0.159 3.429 0.267  -0.43
N 0.175 2.330 0.900  -0.45
C 0.806 2.440 2.097  0.70
H 0.368 -5.311 -0.298  0.62
H 0.418 -2.961 -1.143  0.32
H 0.327 -5.689 2.166  0.46
H 0.218 -4.690 4.473  0.45
H 0.094 -2.681 5.889  0.41
H 0.241 -0.438 4.898  0.77
H 2.144 0.427 4.506  0.73
H 2.805 2.604 5.417  0.41
H 2.189 4.687 4.261  0.45
H 1.090 5.815 2.309  0.46
H -0.178 5.584 0.178  0.44
H -0.677 3.304 -0.675  0.64
C 1.507 -3.574 -3.278  -1.89
C 1.797 -2.069 -3.297  3.08
C 1.856 -1.584 -4.748  -1.56
C 3.071 -1.724 -2.534  0.39
C 4.221 -2.478 -2.740  -0.74
C 5.386 -2.209 -2.039  -1.55
C 5.397 -1.179 -1.117  -1.01
C 4.280 -0.374 -0.892  0.64
C 4.432 0.711 0.169  0.45
C 4.090 0.137 1.548  -1.81
C 3.731 2.045 -0.075  -1.66
C 3.134 -0.662 -1.627  -0.44
N 1.974 0.186 -1.537  1.00
C 1.865 1.158 -2.491  1.24
C 2.942 1.634 -3.278  -0.74
C 2.770 2.642 -4.201  -0.93
C 1.511 3.203 -4.402  -0.64
C 0.423 2.735 -3.677  -0.43
C 0.615 1.736 -2.753  -0.46
F -0.484 1.241 -2.112  -0.66
H 0.527 -3.781 -3.709  0.17
H 1.542 -3.989 -2.270  0.53
H 2.234 -4.124 -3.872  0.60
H 0.965 -1.555 -2.802  -1.63
H 2.695 -2.043 -5.271  0.37
H 1.972 -0.503 -4.813  0.24
H 0.945 -1.863 -5.279  0.43
H 4.204 -3.288 -3.453  0.44
H 6.274 -2.800 -2.207  0.41
H 6.302 -0.965 -0.563  0.53
H 5.502 0.932 0.177  0.77
H 3.069 -0.253 1.557  0.36
H 4.177 0.905 2.319  0.47
H 4.763 -0.682 1.804  0.54
H 2.640 1.968 -0.003  0.12
H 3.979 2.460 -1.052  0.40
H 4.062 2.760 0.680  0.52
H 3.921 1.204 -3.131  0.58
H 3.617 2.990 -4.774  0.48
H 1.371 3.988 -5.132  0.46
H -0.575 3.117 -3.834  0.57
N -1.549 -1.107 -1.959  -0.18
C -1.961 -2.145 -2.726  0.61
C -1.855 -2.056 -4.137  -0.56
C -2.150 -3.139 -4.908  -0.66
C -2.499 -4.366 -4.292  0.27
C -2.696 -4.430 -2.893  -0.71
C -2.409 -3.344 -2.120  -0.44
S -2.784 -5.765 -5.275  1.22
O -1.941 -5.685 -6.433  -0.63
O -4.172 -5.264 -5.482  -0.51
O -2.681 -6.924 -4.434  -0.65
H -1.828 -1.092 -0.988  0.31
H -1.474 -0.195 -2.383  0.09
H -1.522 -1.127 -4.581  0.40
H -2.072 -3.113 -5.985  0.45
H -3.035 -5.363 -2.469  0.54
H -2.505 -3.385 -1.043  0.44

Values from the calculation:
- spin multiplicity = 5
- total charge = +1
- total energy (a.u.) = -2740.44721
- relative energy (zero: lowest compared OMol25 entry of this formula, charge and spin) (kcal/mol) = 10.5
- max |F| (eV/Å) = 0.97


No. 2
Density functional theory data (the ωB97M-V functional and the def2-TZVPD basis) for C42H39O3PtSb2 as an isolated structure in a non-equilibrium geometry.

Last column: Mulliken charge in e.
Positions of all 87 atoms, in Å:
Pt -0.082 0.007 0.895  1.58
O -2.416 -1.120 0.322  -0.67
C -2.740 -1.137 -1.060  2.87
C -1.596 -0.418 -1.932  -0.56
O -1.852 -0.197 -3.106  -0.71
O -0.527 -0.166 -1.331  -0.64
C -2.837 -2.608 -1.429  -0.97
C -2.080 -3.193 -2.434  0.24
C -2.200 -4.549 -2.698  -0.82
C -3.059 -5.335 -1.951  -0.48
C -3.803 -4.760 -0.935  -0.80
C -3.704 -3.404 -0.683  -0.38
C -4.036 -0.423 -1.343  -0.39
C -4.638 0.391 -0.390  -0.12
C -5.773 1.116 -0.699  -0.89
C -6.317 1.050 -1.969  -0.37
C -5.731 0.232 -2.920  -0.93
C -4.608 -0.511 -2.611  -0.21
H -2.338 -0.189 0.606  0.27
H -1.396 -2.598 -3.020  0.50
H -1.604 -4.986 -3.487  0.44
H -3.137 -6.394 -2.154  0.38
H -4.458 -5.373 -0.329  0.38
H -4.282 -2.963 0.117  0.47
H -4.234 0.450 0.611  0.47
H -6.220 1.747 0.057  0.38
H -7.208 1.615 -2.205  0.38
H -6.151 0.184 -3.915  0.37
H -4.164 -1.150 -3.356  0.39
C 2.718 -1.924 1.286  -0.72
C 4.047 -1.468 0.713  -0.90
C 3.968 -0.268 -0.216  -1.18
Sb 2.352 1.174 0.131  0.65
C 2.755 1.707 2.183  0.45
C 1.702 2.324 2.857  -1.17
C 1.837 2.659 4.198  -0.50
C 2.989 2.329 4.888  -0.50
C 4.039 1.720 4.221  -0.68
C 3.920 1.423 2.866  -0.32
C 3.699 2.747 -0.592  0.21
C 4.303 2.582 -1.830  -0.52
C 5.208 3.513 -2.303  -0.56
C 5.498 4.638 -1.550  -0.42
C 4.862 4.836 -0.337  -0.60
C 3.963 3.898 0.136  -0.31
Sb 1.106 -2.538 -0.113  0.24
C 1.548 -4.647 0.186  0.22
C 1.679 -5.153 1.468  -0.52
C 1.920 -6.497 1.688  -0.56
C 2.013 -7.365 0.613  -0.41
C 1.826 -6.882 -0.672  -0.69
C 1.577 -5.537 -0.876  -0.28
C 2.277 -2.479 -1.943  0.30
C 3.404 -3.265 -2.138  -0.24
C 4.140 -3.172 -3.307  -0.85
C 3.757 -2.290 -4.303  -0.49
C 2.623 -1.515 -4.127  -0.82
C 1.894 -1.608 -2.952  -0.48
H 2.289 -1.112 1.876  0.01
H 2.892 -2.760 1.964  0.59
H 4.526 -2.299 0.181  0.37
H 4.698 -1.218 1.558  0.52
H 3.822 -0.609 -1.240  0.28
H 4.897 0.305 -0.190  0.70
H 0.809 2.580 2.302  0.63
H 1.021 3.146 4.712  0.40
H 3.081 2.562 5.942  0.37
H 4.940 1.450 4.758  0.38
H 4.756 0.970 2.350  0.36
H 4.075 1.702 -2.419  0.38
H 5.694 3.364 -3.257  0.38
H 6.214 5.363 -1.910  0.36
H 5.076 5.723 0.244  0.37
H 3.479 4.046 1.092  0.35
H 1.595 -4.483 2.312  0.36
H 2.041 -6.872 2.696  0.38
H 2.217 -8.414 0.774  0.36
H 1.882 -7.556 -1.516  0.39
H 1.420 -5.163 -1.878  0.45
H 3.704 -3.963 -1.367  0.52
H 5.019 -3.790 -3.431  0.39
H 4.339 -2.210 -5.211  0.36
H 2.308 -0.822 -4.898  0.47
H 1.018 -0.991 -2.814  0.37
C -0.052 0.268 2.860  -0.74
H 0.705 -0.145 3.519  0.36
H -0.842 0.763 3.426  0.34

Values from the calculation:
- spin multiplicity = 1
- total charge = -1
- total energy (a.u.) = -2449.31234
- relative energy (zero: lowest compared OMol25 entry of this formula, charge and spin) (kcal/mol) = 0.0
- max |F| (eV/Å) = 3.54


No. 3
Density functional theory data (the ωB97M-V functional and the def2-TZVPD basis) for C42H40GeMgN4O5S2 as an isolated structure in a non-equilibrium geometry.

Last column: Mulliken charge in e.
Positions of all 95 atoms, in Å:
Mg -0.314 0.629 0.578  0.74
Ge 2.718 0.312 0.103  0.56
C 3.086 -1.274 -0.862  0.59
C 3.810 -2.274 -0.203  -0.38
C 4.235 -3.383 -0.910  -0.84
C 3.925 -3.506 -2.259  -0.46
C 3.176 -2.528 -2.911  -0.89
C 2.746 -1.419 -2.214  0.18
C 3.303 1.951 -0.660  0.55
C 4.044 2.807 0.161  -0.18
C 4.598 3.956 -0.372  -0.81
C 4.394 4.266 -1.711  -0.45
C 3.638 3.427 -2.528  -0.89
C 3.086 2.275 -2.007  -0.05
H 3.270 0.218 1.538  -0.09
H 4.062 -2.177 0.847  0.41
H 4.816 -4.146 -0.413  0.47
H 4.270 -4.371 -2.810  0.48
H 2.943 -2.630 -3.962  0.49
H 2.172 -0.659 -2.729  0.27
H 4.212 2.565 1.205  0.44
H 5.195 4.606 0.253  0.47
H 4.835 5.163 -2.126  0.48
H 3.498 3.668 -3.573  0.48
H 2.513 1.623 -2.652  0.33
N -2.378 1.232 0.295  -0.27
C -2.820 0.677 -0.976  0.47
C -4.150 0.391 -1.236  -0.79
C -4.479 -0.287 -2.401  -0.77
C -3.476 -0.654 -3.294  -0.45
C -2.161 -0.306 -3.070  -1.30
C -1.838 0.361 -1.901  0.45
S -3.859 -1.742 -4.645  1.36
O -4.862 -1.053 -5.421  -0.67
O -4.350 -2.930 -3.945  -0.63
O -2.572 -1.940 -5.295  -0.73
H -2.491 2.244 0.295  0.41
H -2.990 0.893 1.036  0.33
H -4.918 0.647 -0.515  0.51
H -5.506 -0.556 -2.609  0.50
H -1.406 -0.598 -3.789  0.63
H -0.788 0.600 -1.702  0.47
C -0.050 0.375 6.956  -1.50
C -0.087 0.452 5.465  1.03
C -0.789 1.460 4.803  -1.09
C -0.831 1.473 3.427  -0.37
N -0.221 0.551 2.664  0.24
C 0.461 -0.421 3.298  -0.33
C 0.551 -0.501 4.670  -0.97
H -0.223 1.347 7.411  0.40
H 0.900 -0.023 7.309  0.40
H -0.837 -0.299 7.303  0.31
H -1.297 2.234 5.360  0.45
H -1.367 2.257 2.905  0.47
H 0.939 -1.161 2.665  0.40
H 1.119 -1.302 5.123  0.47
N 0.569 7.622 -1.050  -0.33
C 0.424 6.959 0.113  -0.02
O 0.287 7.480 1.195  -0.56
C 0.419 5.446 0.042  0.65
C 0.937 4.754 1.131  -0.90
C 0.837 3.382 1.159  -0.47
N 0.235 2.671 0.188  0.77
C -0.234 3.341 -0.875  -0.33
C -0.160 4.717 -0.988  -1.07
H 0.592 8.629 -1.023  0.25
H 0.767 7.164 -1.922  0.19
H 1.390 5.299 1.948  0.59
H 1.249 2.819 1.988  0.48
H -0.692 2.757 -1.665  0.57
H -0.586 5.197 -1.858  0.55
O -0.129 -1.217 0.158  -0.17
S -0.719 -2.293 -0.810  0.49
C -0.007 -3.829 -0.313  0.84
C -0.074 -4.288 1.001  -0.43
C 0.444 -5.535 1.293  -0.87
C 1.004 -6.315 0.282  -0.55
C 1.067 -5.844 -1.018  -0.86
C 0.561 -4.585 -1.324  -0.47
C -2.396 -2.478 -0.267  1.07
C -2.772 -2.097 1.019  -0.09
C -4.091 -2.272 1.397  -1.04
C -5.011 -2.805 0.496  -0.67
C -4.619 -3.167 -0.785  -0.95
C -3.298 -3.006 -1.177  -1.17
H -0.523 -3.683 1.777  0.38
H 0.396 -5.914 2.305  0.47
H 1.384 -7.300 0.516  0.45
H 1.503 -6.454 -1.797  0.49
H 0.605 -4.201 -2.333  0.61
H -2.043 -1.692 1.713  0.50
H -4.403 -2.009 2.399  0.49
H -6.041 -2.936 0.799  0.44
H -5.332 -3.557 -1.498  0.55
H -2.997 -3.280 -2.183  0.84

Values from the calculation:
- spin multiplicity = 1
- total charge = +2
- total energy (a.u.) = -5292.59528
- relative energy (zero: lowest compared OMol25 entry of this formula, charge and spin) (kcal/mol) = 85.7
- max |F| (eV/Å) = 3.01


Question: What is the relative energy (zero: lowest compared OMol25 entry of this formula, charge and spin) in the second record?
Answer: 0.0 kcal/mol


Question: Number 2 is which compound?
Answer: C42H39O3PtSb2


Question: Which value of relative energy (zero: lowest compared OMol25 entry of this formula, charge and spin) does entry 2 give?
Answer: 0.0 kcal/mol